[1]
C34H64N4O12S5 | the ωB97M-V functional and the def2-TZVPD basis

**Energy**: -4446.189364 Eh
**Total charge**: +1
**Multiplicity**: 2
**⟨S²⟩**: 0.76
**Orbital gap (alpha / beta)**: 8.89 / 1.85 eV
**Highest occupied orbital energy (alpha / beta)**: -11.43 / -11.43 eV

Each line ends with the Mulliken spin population.
Positions of all 119 atoms, in Å:
C1 -1.0221 -0.5793 -0.4212  0.00
C2 0.4467 -0.2705 -0.4711  0.00
O1 1.1328 -0.2244 0.5372  0.01
C3 1.0198 -0.1848 -1.8410  0.00
H1 -1.4347 -0.9996 -1.3384  0.00
H2 -1.6057 0.2582 -0.0390  0.00
H3 -1.1931 -1.2895 0.3879  0.00
H4 0.2660 -0.4805 -2.5707  0.00
H5 1.7794 -0.9534 -1.9839  0.00
H6 1.4831 0.7907 -1.9894  0.00
C4 4.5680 -3.2576 -4.9490  0.00
C5 3.6150 -2.1020 -4.7024  0.00
O2 2.4538 -2.0797 -5.0266  0.00
C6 4.1913 -0.9058 -4.0853  0.00
H7 4.1930 -4.0652 -4.3203  0.00
H8 5.5798 -2.9219 -4.7217  0.00
H9 4.3857 -3.4276 -6.0101  0.00
H10 3.4453 -0.1255 -3.9348  0.00
H11 4.9067 -0.4532 -4.7719  0.00
H12 4.7570 -1.1523 -3.1868  0.00
C7 2.0946 -3.4200 0.6612  0.00
C8 3.2402 -3.3181 -0.2203  0.00
N1 4.1524 -3.1278 -0.9462  0.00
H13 1.3934 -2.6494 0.3409  0.00
H14 2.2566 -3.4828 1.7373  0.00
H15 1.6026 -4.3556 0.3954  0.00
C9 -2.1755 -4.3241 0.7787  0.00
C10 -1.2493 -4.0724 1.8950  0.00
N2 -0.5085 -3.8171 2.7486  0.00
H16 -2.2728 -5.4089 0.7345  0.00
H17 -1.7140 -3.8858 -0.1063  0.00
H18 -3.0663 -3.7416 1.0134  0.00
C11 -0.0329 -0.3944 -5.9945  0.00
C12 0.5794 0.8914 -5.4871  0.00
N3 1.0142 1.9037 -5.1610  0.00
H19 -0.4059 -1.0380 -5.1977  0.00
H20 0.7494 -0.9817 -6.4754  0.00
H21 -0.8852 -0.2222 -6.6518  0.00
C13 -2.7222 -1.6221 -4.0290  0.00
C14 -4.1250 -1.8036 -4.3998  0.00
N4 -5.1937 -1.9774 -4.7204  0.00
H22 -2.3755 -0.6563 -4.3969  0.00
H23 -2.1825 -2.3596 -4.6230  0.00
H24 -2.5795 -1.7548 -2.9565  0.00
C15 1.4149 -0.9836 3.9978  0.00
C16 1.1954 -1.8156 5.2160  0.00
C17 2.4633 -1.8115 6.0478  0.00
S1 3.1784 -0.0933 5.8561  0.00
O3 4.5698 -0.1091 5.4112  0.00
O4 2.7792 0.6581 7.0427  0.00
C18 2.0259 0.4038 4.4577  0.00
H25 0.5109 -0.8820 3.3973  0.00
H26 2.0688 -1.5284 3.3168  0.00
H27 0.7566 -2.7926 5.0137  0.00
H28 0.4774 -1.1919 5.7485  0.00
H29 3.0795 -2.4366 5.4016  0.00
H30 2.5169 -2.1617 7.0786  0.00
H31 2.4199 1.1089 3.7258  0.00
H32 1.2581 0.9067 5.0457  0.00
C19 -6.7637 1.9797 -2.8612  0.00
C20 -6.4604 2.9106 -1.7123  0.00
C21 -5.1378 2.5255 -1.0522  0.00
S2 -3.9320 2.0645 -2.3208  0.00
O5 -3.3595 0.7487 -2.0087  0.01
O6 -3.1094 3.1508 -2.6817  0.01
C22 -5.3004 1.8693 -3.5362  0.01
H33 -7.5629 2.2808 -3.5385  0.00
H34 -7.0495 0.9723 -2.5587  0.00
H35 -7.3250 2.8192 -1.0548  0.00
H36 -6.4636 3.9534 -2.0296  0.00
H37 -5.3042 1.5770 -0.5415  0.00
H38 -4.5386 3.0759 -0.3269  0.01
H39 -5.1647 1.0223 -4.2088  0.00
H40 -5.1333 2.6496 -4.2786  0.00
C23 0.9754 3.4916 -0.1511  0.01
C24 -0.0413 3.7589 -1.2498  0.03
C25 -1.0632 4.7613 -0.6713  0.15
S3 -1.5150 3.8200 0.8606  0.01
O7 -2.4037 2.6804 0.4832  0.38
O8 -1.8669 4.6858 1.9532  0.16
C26 0.2188 3.0839 1.1366  0.14
H41 1.7104 4.2895 -0.0454  0.00
H42 1.5101 2.6747 -0.6358  0.03
H43 -0.5261 2.8000 -1.4331  0.00
H44 0.4770 4.0647 -2.1586  0.02
H45 -1.9519 5.1109 -1.1968  -0.01
H46 -0.5895 5.6562 -0.2678  0.01
H47 0.2489 2.0205 1.3737  0.00
H48 0.6598 3.6891 1.9287  0.01
C27 4.7197 0.4856 1.8826  0.00
C28 5.9228 -0.2211 1.2803  0.00
C29 5.7779 -0.1863 -0.2640  0.00
S4 5.3248 1.5121 -0.6322  0.00
O9 4.4723 1.4961 -1.8342  0.00
O10 6.6150 2.2408 -0.5456  0.00
C30 4.2927 1.5796 0.8969  0.00
H49 4.8593 0.9364 2.8651  0.00
H50 3.9272 -0.2624 1.8600  0.00
H51 6.0271 -1.2261 1.6891  0.00
H52 6.8458 0.3438 1.4106  0.00
H53 4.8348 -0.6899 -0.4762  0.00
H54 6.5705 -0.4839 -0.9505  0.00
H55 3.3302 1.3525 0.4385  0.00
H56 4.1815 2.6151 1.2187  0.00
C31 -3.3624 -1.7548 3.6507  0.00
C32 -2.1578 -0.8880 3.3874  0.00
C33 -2.6161 0.5091 2.9785  0.00
S5 -4.1309 0.7937 4.0612  0.00
O11 -5.2681 1.2828 3.2870  0.00
O12 -3.7232 1.4966 5.2878  0.00
C34 -4.4403 -1.0030 4.4487  0.00
H57 -3.0844 -2.7038 4.1093  0.00
H58 -3.7235 -2.0153 2.6559  0.00
H59 -1.4686 -1.3125 2.6575  0.00
H60 -1.6610 -0.8631 4.3573  0.00
H61 -2.8065 0.5581 1.9064  0.00
H62 -1.9888 1.3788 3.1740  0.00
H63 -5.4792 -1.2273 4.2071  0.00
H64 -4.3048 -1.1592 5.5189  0.00

=====

[2]
C34H65BINO10 | the ωB97M-V functional and the def2-TZVPD basis

**Energy**: -2464.088887 Eh
**Multiplicity**: 1
**SMILES string**: CC[C@@H](I)C1=C(B(O)N(C)C)C(=O)C(CCCCCCCCCCOC)=CC1=O.COCCOCCOC.COCCOCCOC
**Orbital gap**: 8.32 eV
**Highest occupied orbital energy**: -9.17 eV

Each line ends with the Mulliken charge.
Positions of all 112 atoms, in Å:
C1 7.1774 -0.4245 5.1923  -1.38
C2 6.5273 0.4528 4.1202  -0.20
C3 6.0202 -0.3212 2.9126  -0.93
I1 4.6554 -1.8895 3.5712  0.07
C4 5.2543 0.4489 1.8640  0.35
C5 4.9466 -0.0675 0.6600  1.29
B1 5.2986 -1.5351 0.1835  0.40
O1 4.2592 -2.2241 -0.4071  -0.55
N1 6.6454 -2.0389 0.3336  0.16
C6 7.5583 -1.2738 -0.5470  -1.01
C7 6.7949 -3.4881 0.2220  -1.20
C8 4.1392 0.7632 -0.2745  -0.44
O2 4.3164 0.7175 -1.4743  -0.61
C9 3.1213 1.6650 0.3402  0.52
C10 1.8349 1.9198 -0.3853  -0.74
C11 0.6050 1.7495 0.5162  -0.26
C12 -0.7008 1.4943 -0.2498  -1.21
C13 -1.9144 1.9387 0.5899  -0.22
C14 -3.1377 1.0312 0.3813  -0.82
C15 -4.5073 1.7435 0.4524  -0.88
C16 -5.3493 1.3789 1.6948  -0.93
C17 -6.4863 0.3737 1.4083  -0.61
C18 -6.4969 -0.8634 2.3221  -0.75
C19 -6.9082 -2.1278 1.5941  -0.78
O3 -5.9437 -2.4184 0.6030  -0.18
C20 -6.3572 -3.4377 -0.2789  -0.77
C21 3.4575 2.1906 1.5225  -0.25
C22 4.7760 1.8567 2.1140  -0.95
O4 5.4516 2.6895 2.6808  -0.58
H1 6.4418 -0.7523 5.9254  0.37
H2 7.6801 -1.2945 4.7664  0.32
H3 7.9297 0.1555 5.7288  0.38
H4 5.6941 0.9982 4.5646  0.32
H5 7.2368 1.1987 3.7594  0.36
H6 6.8411 -0.8575 2.4417  0.57
H7 4.1598 -3.1327 -0.1026  0.27
H8 7.0314 -0.4991 -1.1083  0.38
H9 8.0296 -1.9421 -1.2680  0.34
H10 8.3477 -0.7798 0.0265  0.25
H11 6.9798 -3.8133 -0.8068  0.35
H12 7.6341 -3.8322 0.8333  0.31
H13 5.9104 -4.0003 0.6031  0.41
H14 1.7619 1.2276 -1.2262  0.47
H15 1.8369 2.9342 -0.7950  0.17
H16 0.5029 2.5923 1.2043  0.25
H17 0.7742 0.8610 1.1338  0.55
H18 -0.7954 0.4098 -0.3517  0.63
H19 -0.7119 1.9594 -1.2371  0.37
H20 -2.1610 2.9800 0.3703  0.08
H21 -1.6012 1.9013 1.6379  0.26
H22 -3.1031 0.2116 1.1036  0.40
H23 -3.0400 0.5729 -0.6074  0.44
H24 -4.3359 2.8216 0.4511  0.31
H25 -5.0654 1.5039 -0.4540  0.52
H26 -4.6814 0.9557 2.4481  0.48
H27 -5.7813 2.2962 2.0968  0.43
H28 -6.4425 0.0453 0.3686  0.36
H29 -7.4413 0.8884 1.5394  0.33
H30 -5.5121 -1.0179 2.7710  0.35
H31 -7.2000 -0.7268 3.1494  0.40
H32 -7.8924 -1.9772 1.1242  0.37
H33 -7.0045 -2.9692 2.2926  0.44
H34 -6.7093 -4.3236 0.2599  0.33
H35 -5.4983 -3.6960 -0.8976  0.14
H36 -7.1561 -3.0796 -0.9398  0.32
H37 2.8226 2.8893 2.0583  0.50
C23 -3.4944 -8.3529 -5.5437  -0.77
O5 -2.9286 -7.9531 -4.3179  -0.23
C24 -1.6946 -8.5974 -4.0617  -0.59
C25 -0.9179 -7.8700 -2.9889  -0.36
O6 -0.2462 -6.7090 -3.4481  -0.45
C26 -1.0343 -5.5486 -3.6573  -0.45
C27 -1.4045 -4.8204 -2.3864  -0.52
O7 -2.4782 -5.4671 -1.7275  -0.27
C28 -2.5731 -5.0957 -0.3717  -0.77
H38 -3.7056 -9.4289 -5.5558  0.31
H39 -4.4290 -7.8093 -5.6659  0.23
H40 -2.8315 -8.1126 -6.3833  0.32
H41 -1.0908 -8.6381 -4.9771  0.34
H42 -1.8868 -9.6263 -3.7250  0.42
H43 -0.1233 -8.5391 -2.6521  0.39
H44 -1.5608 -7.6476 -2.1344  0.18
H45 -1.9273 -5.7737 -4.2444  0.22
H46 -0.4007 -4.8802 -4.2438  0.38
H47 -1.7006 -3.7920 -2.6378  0.43
H48 -0.5271 -4.7780 -1.7289  0.33
H49 -1.6645 -5.3693 0.1777  0.35
H50 -3.4163 -5.6331 0.0582  0.23
H51 -2.7479 -4.0183 -0.2657  0.29
C29 -0.8599 8.3684 -3.0276  -0.77
O8 -0.6777 8.1670 -1.6458  -0.25
C30 -1.9062 8.0389 -0.9556  -0.55
C31 -1.6957 7.4196 0.4062  -0.50
O9 -1.5286 6.0114 0.3781  -0.39
C32 -0.2663 5.5158 -0.0382  0.05
C33 0.8159 5.6531 1.0074  -0.51
O10 1.3213 6.9738 1.0305  -0.31
C34 1.9946 7.2674 2.2333  -0.75
H52 -1.4177 9.2910 -3.2279  0.32
H53 0.1265 8.4479 -3.4796  0.23
H54 -1.3930 7.5259 -3.4839  0.32
H55 -2.6012 7.4141 -1.5309  0.33
H56 -2.3562 9.0340 -0.8278  0.45
H57 -2.6077 7.5825 0.9842  0.38
H58 -0.8702 7.9090 0.9270  0.20
H59 0.0440 5.9597 -0.9866  0.27
H60 -0.4286 4.4482 -0.2061  -0.18
H61 1.6395 4.9633 0.7639  0.32
H62 0.4065 5.3815 1.9891  0.38
H63 1.3224 7.1764 3.0948  0.34
H64 2.3475 8.2943 2.1680  0.25
H65 2.8555 6.6049 2.3827  0.28